C48H113N3O10 | ωB97M-V/def2-TZVPD

Computed properties:
**Energy**: -76549.323 eV
**Gap between HOMO and LUMO**: 8.30 eV

Geometry as ORCA input:
```
! wB97M-V def2-TZVPD RIJCOSX def2/J DEFGRID3
* xyz 0 1
C 3.604 -0.268 -4.161
C 4.919 -0.847 -3.658
C 5.315 -0.009 -2.400
C 4.664 -2.265 -3.144
C 5.972 -3.034 -2.906
C 6.842 -2.926 -4.146
C 7.201 -1.510 -4.600
C 8.181 -0.775 -3.655
C 7.791 -1.623 -6.004
N 5.916 -0.809 -4.690
O 5.928 0.435 -5.350
H 3.306 -0.848 -5.037
H 2.859 -0.450 -3.385
H 3.627 0.798 -4.367
H 4.429 0.160 -1.786
H 6.143 -0.473 -1.874
H 5.600 1.004 -2.708
H 4.076 -2.183 -2.231
H 4.115 -2.849 -3.893
H 6.509 -2.616 -2.048
H 5.752 -4.080 -2.694
H 6.311 -3.406 -4.976
H 7.756 -3.522 -4.037
H 9.222 -0.907 -3.955
H 8.131 -1.189 -2.647
H 7.905 0.276 -3.654
H 7.680 -0.676 -6.541
H 7.261 -2.368 -6.598
H 8.863 -1.815 -6.011
H 5.818 0.218 -6.280
C -7.712 -5.854 -1.412
C -7.491 -4.328 -1.339
C -8.237 -3.709 -2.533
C -8.018 -3.929 0.031
C -7.484 -2.571 0.490
C -5.963 -2.605 0.479
C -5.394 -2.912 -0.905
C -5.550 -1.734 -1.885
C -3.909 -3.201 -0.729
N -6.034 -4.143 -1.356
O -5.475 -4.603 -2.569
H -7.627 -6.311 -2.403
H -6.957 -6.367 -0.812
H -8.731 -6.091 -1.096
H -9.235 -3.445 -2.158
H -7.847 -2.725 -2.803
H -8.328 -4.327 -3.417
H -9.109 -3.853 0.021
H -7.767 -4.695 0.768
H -7.854 -1.834 -0.234
H -7.859 -2.272 1.469
H -5.678 -3.444 1.121
H -5.573 -1.641 0.811
H -6.394 -1.079 -1.661
H -5.675 -2.112 -2.900
H -4.653 -1.111 -1.891
H -3.723 -4.118 -0.165
H -3.420 -2.350 -0.251
H -3.405 -3.371 -1.685
H -5.158 -5.490 -2.371
C -0.702 0.172 3.206
C -0.271 0.250 1.756
C 0.245 -1.124 1.297
C -1.463 0.669 0.909
C -1.077 1.090 -0.487
C -0.148 2.294 -0.447
C 1.086 2.038 0.428
C 2.118 1.297 -0.427
C 1.626 3.394 0.871
N 0.744 1.288 1.635
O 1.898 1.005 2.390
H -1.538 -0.514 3.391
H 0.081 -0.078 3.920
H -1.201 1.110 3.481
H 1.224 -1.306 1.752
H -0.414 -1.894 1.706
H 0.369 -1.175 0.219
H -2.169 -0.169 0.823
H -2.058 1.407 1.457
H -0.581 0.282 -1.025
H -1.974 1.267 -1.087
H -0.703 3.204 -0.211
H 0.206 2.418 -1.477
H 3.018 1.054 0.139
H 2.437 1.939 -1.254
H 1.703 0.410 -0.909
H 1.759 4.090 0.040
H 2.564 3.302 1.423
H 0.919 3.873 1.555
H 1.815 1.532 3.192
C -0.754 -4.244 4.588
C 0.687 -4.174 5.059
C 1.151 -5.401 5.796
O 1.588 -3.927 3.979
H -1.082 -3.230 4.316
H -1.403 -4.426 5.450
H -0.931 -4.928 3.763
H 0.789 -3.322 5.745
H 2.184 -5.263 6.144
H 1.238 -6.314 5.204
H 0.574 -5.564 6.707
H 1.140 -3.438 3.282
C 2.112 3.490 -5.855
C 0.992 4.183 -5.113
C -0.300 3.428 -5.114
O 1.327 4.615 -3.792
H 1.798 3.331 -6.895
H 2.416 2.452 -5.628
H 3.097 3.961 -5.888
H 0.872 5.106 -5.699
H -1.151 4.107 -5.166
H -0.374 2.868 -4.177
H -0.403 2.726 -5.941
H 1.891 5.384 -3.920
C -1.393 -0.001 -3.763
C -0.696 -0.498 -5.033
C -1.425 -0.161 -6.337
O 0.658 -0.062 -5.051
H -2.218 -0.685 -3.545
H -1.785 1.012 -3.855
H -0.659 -0.112 -2.971
H -0.659 -1.589 -4.979
H -1.087 -0.840 -7.122
H -1.221 0.866 -6.640
H -2.493 -0.361 -6.237
H 0.695 0.869 -5.297
C 1.181 0.613 8.311
C 2.022 1.519 7.444
C 2.033 1.156 5.966
O 1.457 2.856 7.511
H 1.166 0.957 9.345
H 1.615 -0.394 8.363
H 0.182 0.479 7.898
H 3.059 1.558 7.795
H 0.997 0.945 5.693
H 2.668 0.287 5.797
H 2.430 1.991 5.391
H 1.681 3.165 8.395
C -6.416 1.012 3.310
C -5.063 0.726 3.935
C -5.195 0.109 5.316
O -4.271 -0.119 3.102
H -7.083 0.144 3.436
H -6.324 1.206 2.242
H -7.007 1.794 3.790
H -4.516 1.670 3.984
H -5.395 -0.971 5.225
H -6.103 0.424 5.841
H -4.337 0.202 5.978
H -4.538 -1.032 3.253
C 4.429 3.680 -2.847
C 5.147 4.752 -2.059
C 5.826 4.243 -0.798
O 6.193 5.306 -2.912
H 4.985 2.750 -2.997
H 4.268 4.010 -3.873
H 3.469 3.493 -2.364
H 4.531 5.631 -1.878
H 6.356 3.310 -1.007
H 5.113 4.085 0.016
H 6.560 4.955 -0.420
H 6.849 4.618 -3.065
C -1.328 5.252 5.332
C -1.729 4.474 6.589
C -1.982 3.017 6.210
O -0.742 4.565 7.585
H -1.962 5.006 4.476
H -0.276 5.034 5.142
H -1.471 6.335 5.398
H -2.670 4.837 7.006
H -2.906 2.790 5.678
H -2.015 2.424 7.134
H -1.142 2.586 5.652
H 0.124 4.345 7.217
*
```